{"formula": "C3H4Cl2N3", "method": "ωB97M-V/def2-TZVPD", "species": ["C", "C", "C", "N", "N", "N", "Cl", "Cl", "H", "H", "H", "H"], "positions_angstrom": [[1.056, -0.119, -1.087], [-1.131, 0.428, -0.412], [0.367, -0.753, 0.990], [1.284, -0.742, -0.009], [-0.174, 0.527, -1.324], [-0.913, -0.207, 0.716], [0.458, -1.916, 2.196], [1.311, 1.267, 2.153], [1.806, -0.081, -1.864], [-2.111, 0.853, -0.609], [-0.327, 1.031, -2.191], [-1.626, -0.287, 1.441]], "forces_ev_per_angstrom": [[-0.3, 0.1, 0.0], [-0.2, 0.1, -0.1], [0.8, 2.3, 1.3], [0.2, -0.5, -0.1], [0.3, -0.2, 0.4], [0.3, -0.5, -0.2], [-0.2, 0.0, -0.2], [-1.0, -1.6, -1.0], [-0.1, 0.1, -0.2], [0.1, 0.0, 0.1], [-0.1, 0.0, 0.1], [0.0, 0.2, -0.2]], "de_lowest_kcal_mol": 15.8, "multiplicity": 1, "charge": 1, "total_energy_ev": -32682.306, "largest_force_ev_per_a": 2.800, "e_lumo_ev": [-5.978, -5.976]}